No. 1
{
  "formula": "C22H29IrN7Se",
  "method": "ωB97M-V/def2-TZVPD",
  "total_charge": 2,
  "orbital_gap_ev": [6.4, 7.0],
  "e_homo_ev": [-12.62, -14.21],
  "relative_energy_kcal_mol": 21.6,
  "multiplicity": 6,
  "symbols": ["Ir", "C", "C", "N", "C", "C", "N", "C", "C", "N", "C", "C", "N", "C", "C", "C", "C", "C", "C", "C", "N", "H", "H", "H", "H", "H", "H", "H", "H", "H", "H", "H", "H", "H", "H", "H", "H", "H", "H", "H", "H", "H", "H", "H", "C", "H", "H", "Se", "N", "C", "C", "C", "C", "C", "C", "N", "H", "H", "H", "H"],
  "xyz": [[0.137567, 0.109836, 0.423076], [-0.097600, -1.326435, 4.652589], [-0.063014, -1.179604, 3.160375], [0.394031, -0.131166, 2.553230], [1.081492, 0.958174, 3.250889], [0.787038, 2.291570, 2.572777], [0.840284, 2.231873, 1.093757], [2.115455, 2.581051, 0.429329], [2.972348, 1.375996, 0.057106], [2.188447, 0.285962, -0.551901], [2.099269, 0.226964, -2.028953], [0.816594, -0.512485, -2.503961], [0.212732, -1.205837, -1.373764], [-0.289596, -2.386021, -1.386319], [-0.462940, -3.220282, -2.619514], [-0.690382, -2.896162, -0.061321], [-1.715796, -3.744657, 0.231406], [-2.117963, -3.934956, 1.570524], [-1.579368, -3.131539, 2.589489], [-0.553740, -2.271755, 2.310628], [0.034967, -2.350661, 1.027388], [0.891418, -1.139261, 5.072631], [-0.399738, -2.327077, 4.947572], [-0.785658, -0.605425, 5.098277], [2.151809, 0.732495, 3.233805], [0.784697, 1.038598, 4.296324], [1.476115, 3.046744, 2.958119], [-0.222355, 2.608205, 2.835320], [0.125561, 2.857227, 0.743005], [2.707635, 3.248893, 1.060470], [1.868672, 3.148860, -0.467154], [3.453446, 0.963433, 0.945264], [3.774334, 1.712148, -0.604831], [2.566335, -0.595962, -0.220953], [2.986669, -0.266965, -2.426309], [2.099354, 1.244938, -2.418774], [1.051369, -1.174402, -3.336933], [0.085806, 0.214330, -2.863138], [-1.155095, -2.733341, -3.308374], [-0.834003, -4.214703, -2.386351], [0.490353, -3.337247, -3.137400], [-2.270876, -4.214977, -0.570324], [-2.926965, -4.613832, 1.796534], [-2.028517, -3.131617, 3.574272], [1.462796, -2.461962, 0.986246], [1.957505, -2.468808, 1.947423], [1.864169, -3.084371, 0.196614], [-3.210491, 0.280640, -0.487169], [-1.605234, 1.057787, -0.702742], [-1.720369, 1.921646, -1.696390], [-0.656036, 2.715661, -2.242784], [-0.941168, 3.564701, -3.252937], [-2.273901, 3.701064, -3.799238], [-3.301822, 2.970997, -3.329954], [-3.052273, 2.040493, -2.256963], [-3.980061, 1.278797, -1.720645], [0.347439, 2.613996, -1.856430], [-0.150974, 4.172310, -3.675824], [-2.435538, 4.407615, -4.601825], [-4.304235, 3.058505, -3.725263]],
  "forces_ev_per_angstrom": [[-0.15, -0.01, 0.21], [0.01, -0.02, -0.04], [-0.14, -0.09, 0.07], [0.23, 0.11, 0.06], [-0.14, -0.08, -0.02], [0.05, 0.04, -0.08], [-0.11, 0.11, -0.01], [-0.07, 0.05, 0.07], [0.06, -0.06, -0.03], [0.06, -0.06, 0.01], [0.00, 0.07, 0.07], [-0.07, -0.09, 0.09], [0.04, 0.21, -0.18], [-0.09, -0.20, 0.01], [0.00, -0.01, 0.06], [0.15, 0.06, 0.03], [-0.12, -0.06, 0.05], [0.02, 0.04, 0.02], [-0.14, -0.11, -0.02], [0.20, 0.14, -0.08], [0.39, 0.20, -0.10], [0.01, -0.02, 0.01], [-0.01, 0.01, -0.01], [0.01, 0.02, -0.02], [0.02, 0.01, -0.05], [0.00, -0.02, 0.02], [0.00, 0.02, 0.00], [-0.02, -0.04, 0.02], [0.04, 0.05, 0.02], [0.01, 0.01, -0.01], [-0.02, -0.02, -0.03], [-0.06, 0.01, 0.03], [0.02, -0.03, 0.00], [0.05, 0.01, -0.08], [0.02, 0.00, -0.02], [-0.01, -0.01, 0.02], [0.02, -0.06, 0.02], [0.01, 0.01, -0.03], [0.01, -0.01, -0.01], [-0.01, 0.02, 0.01], [0.01, 0.00, 0.00], [0.00, 0.00, 0.02], [0.01, -0.01, -0.01], [-0.01, -0.03, -0.02], [-0.19, -0.40, 0.10], [-0.03, 0.07, 0.00], [-0.04, 0.07, -0.05], [-0.23, 0.09, 0.25], [0.03, -0.11, -0.36], [0.25, 0.30, -0.10], [-0.24, -0.18, 0.16], [-0.21, 0.18, -0.23], [0.33, 0.09, 0.01], [-0.07, -0.21, 0.25], [-0.09, 0.27, -0.07], [0.19, -0.26, -0.06], [0.01, -0.01, 0.06], [-0.02, 0.00, -0.02], [0.04, 0.00, 0.00], [0.00, -0.03, 0.02]]
}

---

No. 2
{
  "formula": "C3H4N3O4",
  "method": "ωB97M-V/def2-TZVPD",
  "total_charge": 1,
  "orbital_gap_ev": [7.6, 7.6],
  "e_homo_ev": [-14.23, -14.23],
  "smiles": "C/C(NON=O)=C1\\O[N+]1=O",
  "relative_energy_kcal_mol": 94.2,
  "symbols": ["C", "C", "N", "O", "N", "O", "C", "O", "N", "O", "H", "H", "H", "H"],
  "xyz": [[1.852822, 0.773775, 0.091623], [0.387292, 0.364542, 0.022485], [-0.511795, 1.357042, 0.090643], [-1.845882, 1.084585, -0.033519], [-2.203123, -0.393778, -0.096681], [-3.355347, -0.532232, -0.048468], [0.049600, -0.923640, 0.062981], [0.927369, -2.014380, -0.252942], [-0.434635, -2.077964, -0.109490], [-1.281637, -2.880240, -0.181637], [2.059689, 1.794057, 0.628723], [2.415361, 1.090668, -0.921404], [2.390147, -0.013569, 0.614867], [-0.449861, 2.371134, 0.132819]],
  "forces_ev_per_angstrom": [[1.57, 2.36, -1.03], [0.29, 5.09, 0.45], [-0.50, -1.83, -0.48], [-1.10, 0.31, 0.15], [-3.05, 0.11, 0.48], [2.73, 0.80, -0.29], [0.55, 0.62, 0.09], [2.21, -2.49, -0.16], [-2.14, -1.57, -0.48], [0.94, 0.27, 0.08], [-1.04, -2.01, -0.42], [-1.69, -1.50, 1.77], [0.28, 0.13, -0.20], [0.95, -0.29, 0.02]]
}

---

No. 3
{
  "formula": "C32H42BeK2N10O8S2",
  "method": "ωB97M-V/def2-TZVPD",
  "total_charge": 0,
  "orbital_gap_ev": 7.0,
  "e_homo_ev": -7.38,
  "symbols": ["K", "K", "Be", "S", "O", "O", "O", "O", "S", "O", "O", "O", "O", "C", "C", "N", "H", "H", "H", "C", "C", "N", "H", "H", "H", "C", "C", "N", "H", "H", "H", "C", "C", "N", "H", "H", "H", "N", "C", "C", "C", "C", "H", "H", "H", "H", "H", "N", "C", "C", "C", "C", "H", "H", "H", "H", "H", "N", "C", "C", "C", "C", "H", "H", "H", "H", "H", "N", "C", "C", "C", "C", "H", "H", "H", "H", "H", "N", "C", "C", "C", "C", "H", "H", "H", "H", "H", "N", "C", "C", "C", "C", "H", "H", "H", "H", "H"],
  "xyz": [[1.616836, 2.275499, -4.726964], [4.053305, -1.343032, -3.274425], [0.571961, 0.030644, -0.982042], [0.506376, -1.110597, -3.806240], [-0.252869, 0.018487, -3.262139], [-0.298333, -2.042326, -4.610910], [1.612148, -0.547385, -4.554324], [1.078959, -1.722104, -2.624362], [3.035242, 1.725742, -1.511516], [1.687791, 2.217795, -1.680463], [2.956597, 0.348824, -0.998476], [3.637360, 1.569090, -2.812024], [3.797553, 2.659873, -0.699238], [0.226652, -4.271538, 1.862258], [0.553719, -3.036847, 1.161189], [0.917048, -2.047414, 0.626310], [0.840873, -5.076982, 1.459635], [-0.837910, -4.495632, 1.794522], [0.433241, -4.171054, 2.927777], [-3.143123, 3.904200, -0.610825], [-2.160475, 2.815677, -0.754977], [-1.371644, 1.981943, -0.889305], [-3.944281, 3.560453, 0.043453], [-3.427692, 4.251402, -1.604090], [-2.635530, 4.689130, -0.050162], [-4.371779, -1.287853, 0.517848], [-2.947008, -1.088938, 0.311784], [-1.844171, -0.901940, 0.105828], [-4.803549, -0.289873, 0.442356], [-4.483645, -1.794250, 1.476573], [-4.842016, -1.960740, -0.199224], [0.385397, 1.850969, 3.899377], [0.345008, 1.227077, 2.606744], [0.330634, 0.789013, 1.570480], [1.023302, 1.209554, 4.507445], [-0.627226, 1.958206, 4.288239], [0.966167, 2.771716, 3.844279], [-3.742393, 3.011420, 4.690524], [-4.184349, 1.832232, 4.121222], [-3.511097, 1.625977, 2.908711], [-2.556238, 2.630276, 2.789500], [-2.830392, 3.566690, 3.812900], [-4.060223, 3.488390, 5.522140], [-4.934333, 1.249012, 4.634809], [-3.561561, 0.729316, 2.308835], [-1.789386, 2.730350, 2.035622], [-2.217687, 4.433945, 4.010064], [-2.813636, -0.742698, -3.347922], [-3.432601, -1.965085, -3.581677], [-4.786933, -1.854160, -3.381563], [-4.973338, -0.475334, -2.973798], [-3.746321, 0.217077, -2.987215], [-1.808196, -0.657563, -3.391858], [-2.820462, -2.820717, -3.825762], [-5.500381, -2.662837, -3.440256], [-5.985670, -0.141491, -2.800256], [-3.427025, 1.241613, -2.865706], [5.058892, -4.299804, -2.097909], [5.985255, -3.389711, -1.814980], [5.552875, -2.513375, -0.865988], [4.246532, -2.930167, -0.614005], [3.921492, -3.966442, -1.417341], [5.251794, -5.097391, -2.686761], [6.920474, -3.439652, -2.352835], [5.968245, -1.621497, -0.420562], [3.543798, -2.572836, 0.124146], [3.033785, -4.553707, -1.600342], [-0.031095, -4.098039, -1.998301], [-1.177317, -4.261515, -1.258903], [-1.249729, -5.601651, -0.891018], [-0.191242, -6.264237, -1.488903], [0.524049, -5.329618, -2.104603], [0.292993, -3.243681, -2.428586], [-1.748812, -3.387397, -0.983733], [-2.073131, -6.069204, -0.371577], [0.115941, -7.284327, -1.311529], [1.414601, -5.460166, -2.701497], [3.703142, 1.546176, 1.910053], [3.502534, 0.352111, 2.522520], [3.445646, 0.569073, 3.912864], [3.925541, 1.861749, 4.078544], [4.063650, 2.492390, 2.803553], [3.723807, 1.625914, 0.903416], [3.113789, -0.436655, 1.895522], [3.253015, -0.121998, 4.720144], [4.004605, 2.304047, 5.060641], [4.344853, 3.500709, 2.537807], [0.920293, 4.439677, -0.408438], [0.147316, 5.399531, -1.057156], [-0.552845, 6.134631, -0.100846], [-0.268254, 5.566301, 1.127664], [0.714378, 4.558322, 0.911039], [1.414016, 3.699763, -0.886823], [0.201142, 5.338973, -2.134118], [-1.389127, 6.804211, -0.237660], [-0.783060, 5.692767, 2.068610], [1.253463, 3.953522, 1.625186]],
  "forces_ev_per_angstrom": [[0.11, -0.75, 0.79], [-0.77, 0.58, 0.27], [0.95, 0.11, -0.86], [-0.16, -0.76, -3.01], [-1.41, 2.33, 1.88], [0.40, 0.87, 1.13], [1.66, 0.82, -1.63], [1.20, -1.50, 3.66], [2.66, 0.45, -0.64], [-3.96, 0.19, -0.21], [-1.88, -2.11, 2.07], [1.11, 0.12, -2.85], [0.01, -0.35, 0.82], [-0.11, 0.06, 0.36], [1.49, 3.42, -1.73], [-1.43, -2.96, 1.33], [-0.26, -0.05, -0.09], [0.15, -0.07, -0.39], [0.25, 0.18, -0.02], [0.81, -0.48, 0.52], [0.67, -0.59, -0.22], [-0.45, 0.41, 0.15], [-0.30, -0.04, -0.45], [-0.30, -0.02, 0.26], [0.03, 0.15, -0.24], [0.17, -0.24, 0.22], [-0.90, -0.47, -0.51], [1.50, 0.34, -0.46], [-0.44, -0.24, 0.31], [-0.29, 0.51, 0.28], [0.38, 0.26, -0.41], [0.59, -0.35, 0.54], [0.02, 1.13, 1.63], [0.07, -1.25, -3.42], [-0.29, -0.09, 0.31], [0.25, 0.17, 0.09], [-0.38, 0.24, -0.11], [0.52, 0.16, -1.73], [-0.06, 0.12, -0.19], [-0.41, -1.01, 1.73], [-0.80, 2.29, 0.73], [1.48, -1.35, -0.58], [-0.17, -0.40, -0.23], [0.03, -0.01, -0.20], [-0.17, 0.10, 0.05], [-0.14, 0.13, -0.07], [-0.40, 0.12, 0.34], [-1.67, -1.22, -0.19], [0.66, 0.72, 0.31], [1.17, 1.40, 0.67], [-0.23, -0.15, -0.41], [-0.56, -2.34, -0.46], [-0.07, 0.62, 0.00], [0.00, 0.11, -0.10], [-0.08, 0.26, -0.04], [0.20, 0.67, 0.16], [-0.30, -0.13, 0.19], [-0.65, -0.38, -0.94], [3.13, 0.72, -0.50], [-0.21, 0.34, 0.11], [-2.09, 0.46, 1.28], [-0.35, -1.75, -0.36], [-0.45, 0.22, 0.07], [0.17, 0.06, 0.24], [0.47, -0.27, -0.18], [0.10, 0.48, -0.16], [-0.06, 0.20, 0.52], [-1.26, -1.40, 0.73], [0.46, -0.03, 0.25], [-1.95, 1.11, 0.22], [0.11, -1.69, 1.23], [2.50, 1.29, -2.15], [0.23, 0.28, 0.05], [-0.21, -0.20, -0.10], [0.05, 0.14, 0.19], [-0.18, -0.04, -0.32], [0.01, 0.02, -0.01], [1.00, -0.75, 0.06], [-1.92, -0.06, 0.56], [1.19, -0.75, -1.62], [-0.24, 2.04, -0.48], [-0.52, -0.75, 2.18], [0.17, 0.49, -0.19], [0.16, -0.25, 0.19], [0.01, -0.17, -0.25], [0.31, 0.37, -0.17], [-0.03, -0.20, -0.08], [-1.19, 2.22, -0.05], [0.72, -0.92, 0.27], [-0.64, -0.65, -1.29], [1.71, -1.89, 0.98], [-1.23, 0.66, 0.86], [0.33, -0.31, -0.05], [-0.34, 0.60, 0.02], [0.33, 0.30, -0.40], [0.26, 0.47, 0.03], [-0.11, -0.10, -0.08]]
}

---

No. 4
{
  "formula": "C5H14NO2",
  "method": "ωB97M-V/def2-TZVPD",
  "total_charge": -2,
  "orbital_gap_ev": [4.8, 5.9],
  "e_homo_ev": [1.78, 0.65],
  "relative_energy_kcal_mol": 96.7,
  "multiplicity": 2,
  "symbols": ["C", "O", "C", "C", "C", "C", "N", "H", "H", "H", "H", "H", "H", "H", "H", "H", "H", "H", "H", "H", "H", "O"],
  "xyz": [[1.248653, 0.476450, 1.213938], [2.521600, -0.069924, 1.167760], [0.264994, -0.179779, 0.281697], [-0.887838, 0.706332, -0.173290], [-1.729371, 0.158901, -1.332028], [-2.197801, -1.204399, -1.558404], [-3.033917, 0.315392, 1.398505], [1.275037, 1.561869, 0.999124], [0.818701, 0.398914, 2.233721], [-0.181714, -1.089953, 0.712461], [0.797187, -0.454921, -0.658601], [-0.643911, 1.732769, -0.498109], [-1.728064, 0.743992, 0.682973], [-2.606794, -0.446307, -0.604045], [-2.184216, 1.005880, -1.839207], [-1.495916, -1.981446, -1.265209], [-2.734092, -1.386363, -2.473946], [-3.152456, 0.900117, 2.224616], [-3.963439, 0.124123, 1.008113], [3.617202, -0.980469, -1.542133], [3.275376, -0.337138, -0.198461], [3.769147, -0.152028, -1.074366]],
  "forces_ev_per_angstrom": [[1.06, -0.37, 0.48], [0.01, -0.33, 0.20], [-0.45, 0.08, -1.82], [-1.04, -0.32, -0.05], [1.58, 2.37, 0.40], [0.50, -0.37, 0.55], [-1.03, -0.54, 0.41], [-0.13, 0.23, -0.18], [-0.05, 0.12, 0.14], [0.30, 0.08, -0.01], [0.14, -0.19, 0.63], [0.53, -0.29, 0.30], [1.13, 0.30, -0.97], [-0.99, -0.89, -0.19], [-0.48, -0.46, -0.36], [-0.16, -0.08, 0.10], [-0.43, 0.01, -0.09], [-0.27, 0.02, 0.03], [-0.11, 0.17, 0.37], [0.06, 0.12, -0.20], [-0.48, 1.11, 0.69], [0.32, -0.79, -0.42]]
}

---

Number 1: calculated total energy -3744.07485 Ha. Number 2: calculated total energy -581.25783 Ha. Number 3: calculated total energy -4405.09556 Ha. Number 4: calculated total energy -403.84820 Ha.